1.
The following is a quantum chemistry calculation of a cluster of 2 separate species, C2H8S3 in total, from OMol25.

Each atom is followed by the atoms it is bonded to, with distances in Å.
Geometry (Å):
1 S 1.9717 -0.6941 -0.1233  S2 2.096, H3 1.328
2 S 2.0974 0.6734 1.4599  S1 2.096, H4 1.342
3 H 3.2706 -0.9711 -0.0964  S1 1.328
4 H 1.1641 1.4906 0.9485  S2 1.342
5 C -1.3314 1.0800 -1.3207  S6 1.832, H8 1.087, H9 1.081, H10 1.077
6 S -2.1805 0.0774 -0.0442  C5 1.832, C7 1.807
7 C -2.7623 -1.3256 -1.0229  S6 1.807, H11 1.095, H12 1.091, H13 1.080
8 H -0.2859 0.7820 -1.3074  C5 1.087
9 H -1.7709 0.8863 -2.2891  C5 1.081
10 H -1.5504 2.0964 -1.0388  C5 1.077
11 H -2.0353 -2.1287 -1.1824  C7 1.095
12 H -2.9719 -0.9479 -2.0248  C7 1.091
13 H -3.6698 -1.7195 -0.5900  C7 1.080

The calculation puts the frontier orbital gap at 8.7768 eV. As for the LUMO energy: 0.26 eV. The highest occupied orbital energy comes out at -8.52 eV. As for the spin multiplicity: 1.

=====

2.
The following is a quantum chemistry calculation of an isolated molecule of C3H5N3O, from OMol25.

Each atom is followed by the atoms it is bonded to, with distances in Å.
Geometry (Å):
1 C -0.8205 0.2384 -0.1848  C3 1.294, N6 1.302
2 C 0.7034 -1.0883 0.9074  N6 1.428, N7 1.249, H10 1.096
3 C -1.7856 0.2647 -1.0462  C1 1.294, H11 1.079, H12 1.087
4 O 0.9088 2.1530 -0.4433  N5 1.414, H8 0.964
5 N 1.3575 0.9898 0.2228  O4 1.414, N6 1.309
6 N 0.4360 0.0669 0.1126  C1 1.302, C2 1.428, N5 1.309
7 N -0.0060 -2.1133 0.8329  C2 1.249, H9 1.015
8 H 1.6410 2.7681 -0.3249  O4 0.964
9 H 0.3241 -2.9112 1.3669  N7 1.015
10 H 1.6643 -0.9579 1.4175  C2 1.096
11 H -2.7852 0.5584 -0.7637  C3 1.079
12 H -1.6377 0.0314 -2.0972  C3 1.087

The calculation puts the frontier orbital gap (spin up / spin down) at 8.1856 / 7.9175 eV. As for the LUMO energy (spin up / spin down): 0.41 / 0.47 eV. The highest occupied orbital energy (spin up / spin down) comes out at -7.78 / -7.45 eV. As for the spin multiplicity: 1.

=====

3.
The following is a quantum chemistry calculation of the ion C5H8N with charge +1, from OMol25.

Each atom is followed by the atoms it is bonded to, with distances in Å.
Geometry (Å):
1 C -0.6247 -1.3936 1.5641  C2 1.483, C3 1.519
2 C 0.1928 -0.5629 0.6473  C1 1.483, C3 1.490, C4 1.464, N6 1.484
3 C -0.3765 0.0740 1.8682  C1 1.519, C2 1.490, H7 1.083, H8 1.034
4 C 1.2216 -0.6608 -0.3897  C2 1.464, N6 1.453, H9 1.160, H10 1.213
5 C -0.5308 0.9656 -1.2021  N6 1.385, H11 1.116, H12 1.098, H13 1.047
6 N -0.1288 -0.2894 -0.7756  C2 1.484, C4 1.453, C5 1.385, H14 1.107
7 H -1.2468 0.7143 1.9354  C3 1.083
8 H 0.1503 0.3646 2.7087  C3 1.034
9 H 2.1124 0.0664 -0.5434  C4 1.160
10 H 1.6951 -1.7378 -0.6839  C4 1.213
11 H -0.1482 1.1837 -2.2279  C5 1.116
12 H -1.6222 0.8884 -1.2914  C5 1.098
13 H -0.2152 1.6709 -0.4950  C5 1.047
14 H -0.4790 -1.2835 -1.1145  N6 1.107

The calculation puts the frontier orbital gap at 8.4744 eV. Its net charge is +1. As for the LUMO energy: -5.80 eV. The highest occupied orbital energy comes out at -14.27 eV. As for the spin multiplicity: 1.

=====

4.
The following is a quantum chemistry calculation of an isolated molecule of FH3P2, from OMol25.

Each atom is followed by the atoms it is bonded to, with distances in Å.
Geometry (Å):
1 F 0.4775 -2.4576 0.5574  P3 1.641
2 P -0.3388 0.1763 0.8058  P3 2.215, H4 1.383, H5 1.517
3 P 0.9038 -1.1993 -0.4059  F1 1.641, P2 2.215, H6 1.489
4 H -1.4671 -0.6219 0.8472  P2 1.383
5 H -0.8722 1.0312 -0.3281  P2 1.517
6 H -0.0263 -1.2634 -1.5675  P3 1.489

The calculation puts the frontier orbital gap at 10.2640 eV. As for the LUMO energy: 0.48 eV. The highest occupied orbital energy comes out at -9.78 eV. As for the spin multiplicity: 1.

=====

5.
The following is a quantum chemistry calculation of an isolated molecule of C26H30N4O5, from OMol25.

Each atom is followed by the atoms it is bonded to, with distances in Å.
Geometry (Å):
1 C -8.4765 -1.2231 -1.3419  H2 1.089, O3 1.407, H64 1.095, H65 1.095
2 H -9.2696 -1.9548 -1.1975  C1 1.089
3 O -7.4431 -1.6093 -0.4693  C1 1.407, C4 1.357
4 C -6.3176 -0.8525 -0.4252  O3 1.357, C5 1.384, C9 1.416
5 C -6.0791 0.2767 -1.1895  C4 1.384, C6 1.388, H63 1.078
6 C -4.8936 0.9888 -1.0716  C5 1.388, C7 1.381, H62 1.076
7 C -3.9376 0.5706 -0.1669  C6 1.381, C8 1.397, N16 1.419
8 C -4.1544 -0.5700 0.6093  C7 1.397, C9 1.380, H15 1.078
9 C -5.3281 -1.2865 0.4905  C4 1.416, C8 1.380, O10 1.358
10 O -5.6337 -2.4044 1.1985  C9 1.358, C11 1.406
11 C -4.6939 -2.8848 2.1275  O10 1.406, H12 1.095, H13 1.089, H14 1.095
12 H -4.4917 -2.1504 2.9140  C11 1.095
13 H -5.1468 -3.7702 2.5704  C11 1.089
14 H -3.7534 -3.1648 1.6413  C11 1.095
15 H -3.3852 -0.8680 1.3026  C8 1.078
16 N -2.7022 1.2514 -0.0092  C7 1.419, N17 1.325, C25 1.397
17 N -1.6797 0.4565 0.2699  N16 1.325, C18 1.297
18 C -0.4864 0.9124 0.4933  N17 1.297, C19 1.440, C31 1.492
19 C -0.1867 2.3191 0.4325  C18 1.440, C20 1.400, C24 1.408
20 C 1.0848 2.8750 0.6177  C19 1.400, C21 1.376, H30 1.077
21 C 1.2634 4.2363 0.5233  C20 1.376, C22 1.394, H29 1.080
22 C 0.1890 5.0792 0.2434  C21 1.394, C23 1.376, H28 1.080
23 C -1.0678 4.5514 0.0548  C22 1.376, C24 1.396, H27 1.079
24 C -1.2685 3.1724 0.1414  C19 1.408, C23 1.396, C25 1.464
25 C -2.6181 2.6449 -0.0678  N16 1.397, C24 1.464, O26 1.214
26 O -3.5976 3.3349 -0.2649  C25 1.214
27 H -1.9206 5.1757 -0.1643  C23 1.079
28 H 0.3449 6.1452 0.1742  C22 1.080
29 H 2.2476 4.6565 0.6684  C21 1.080
30 H 1.9132 2.2251 0.8442  C20 1.077
31 C 0.5282 -0.1336 0.8139  C18 1.492, O32 1.226, N33 1.344
32 O 1.6071 0.1051 1.3439  C31 1.226
33 N 0.1412 -1.3742 0.4707  C31 1.344, H34 1.009, C35 1.446
34 H -0.7512 -1.4653 0.0092  N33 1.009
35 C 0.9333 -2.5577 0.7206  N33 1.446, H36 1.089, H37 1.095, C38 1.546
36 H 0.2867 -3.4338 0.6853  C35 1.089
37 H 1.3917 -2.4726 1.7111  C35 1.095
38 C 2.0554 -2.7270 -0.3286  C35 1.546, O39 1.213, N40 1.337
39 O 2.0581 -3.6313 -1.1366  C38 1.213
40 N 2.9863 -1.7732 -0.2231  C38 1.337, H41 1.015, C42 1.449
41 H 2.8368 -1.0372 0.4599  N40 1.015
42 C 4.1036 -1.6240 -1.1335  N40 1.449, C43 1.537, C50 1.532, H61 1.097
43 C 5.4147 -2.0477 -0.4534  C42 1.537, H44 1.090, C45 1.530, H60 1.092
44 H 6.2398 -1.9095 -1.1525  C43 1.090
45 C 5.7083 -1.3223 0.8614  C43 1.530, C46 1.531, H58 1.090, H59 1.092
46 C 6.4770 -0.0065 0.7136  C45 1.531, C47 1.531, H56 1.093, H57 1.093
47 C 6.0541 0.8694 -0.4687  C46 1.531, C48 1.530, H54 1.093, H55 1.092
48 C 4.5485 0.8956 -0.7367  C47 1.530, H49 1.093, C50 1.529, H53 1.090
49 H 4.2907 1.8550 -1.1929  C48 1.093
50 C 4.1067 -0.2024 -1.7047  C42 1.532, C48 1.529, H51 1.092, H52 1.094
51 H 4.7598 -0.1820 -2.5799  C50 1.092
52 H 3.0921 0.0143 -2.0509  C50 1.094
53 H 3.9975 0.8270 0.2014  C48 1.090
54 H 6.4045 1.8853 -0.2717  C47 1.093
55 H 6.5611 0.5316 -1.3749  C47 1.092
56 H 7.5430 -0.2220 0.6083  C46 1.093
57 H 6.3534 0.5582 1.6407  C46 1.093
58 H 4.7708 -1.1426 1.3874  C45 1.090
59 H 6.3015 -1.9814 1.4996  C45 1.092
60 H 5.3313 -3.1176 -0.2497  C43 1.092
61 H 3.9130 -2.3251 -1.9557  C42 1.097
62 H -4.7344 1.8627 -1.6788  C6 1.076
63 H -6.8153 0.6215 -1.8967  C5 1.078
64 H -8.8560 -0.2251 -1.0999  C1 1.095
65 H -8.1507 -1.2447 -2.3870  C1 1.095

The calculation puts the frontier orbital gap at 7.6916 eV. As for the LUMO energy: -0.33 eV. The highest occupied orbital energy comes out at -8.02 eV. As for the spin multiplicity: 1.

=====

6.
The following is a quantum chemistry calculation of a cluster of 3 separate species, C4H12N2O in total, from OMol25.

Each atom is followed by the atoms it is bonded to, with distances in Å.
Geometry (Å):
1 C 0.1791 -0.5219 -0.2920  C2 1.394, C4 1.499, O7 1.360
2 C -0.8113 -0.1533 0.6174  C1 1.394, H13 1.080, H14 1.082
3 C 0.0389 1.7394 0.6875  N6 1.407, H15 1.087, H16 1.087
4 C 1.5486 -0.9673 0.1245  C1 1.499, H17 1.092, H18 1.090, H19 1.094
5 N -0.8507 -2.3436 -0.3797  H11 1.022, H12 1.022
6 N -0.4598 2.5888 -0.3174  C3 1.407, H9 1.012, H10 1.014
7 O 0.0593 -0.0789 -1.5721  C1 1.360, H8 0.967
8 H 0.6036 -0.6442 -2.1371  O7 0.967
9 H -1.3278 3.0716 -0.1215  N6 1.012
10 H -0.1647 2.3388 -1.2552  N6 1.014
11 H -0.9948 -2.8316 0.5062  N5 1.022
12 H -1.7810 -2.1976 -0.7759  N5 1.022
13 H -0.7124 -0.4951 1.6373  C2 1.080
14 H -1.7930 0.1009 0.2396  C2 1.082
15 H -0.3366 1.9845 1.6774  C3 1.087
16 H 1.1252 1.6924 0.7029  C3 1.087
17 H 1.7644 -1.9158 -0.3722  C4 1.092
18 H 1.6057 -1.1305 1.2004  C4 1.090
19 H 2.3073 -0.2365 -0.1701  C4 1.094

The calculation puts the frontier orbital gap (spin up / spin down) at 7.2016 / 7.2008 eV. As for the LUMO energy (spin up / spin down): 0.81 / 0.81 eV. The highest occupied orbital energy (spin up / spin down) comes out at -6.39 / -6.39 eV. As for the spin multiplicity: 1.

=====

Record-wise maximum force values, in eV/Å: 1.25, 2.11, 7.04, 2.08, 1.07, 5.25
Record-wise energy above the lowest of the compared OMol25 structures with the same formula, charge and spin values, in eV: 0.507, 6.759, 7.419, 0.000, 2.110, 5.054